Record 1
Density functional theory data (the ωB97M-V functional and the def2-TZVPD basis) for a cluster of 2 separate species, C3H12N in total.

Bonds (Å) are listed after each position.
Cartesian coordinates (Å):
1 N 2.14282 0.24307 0.28156  H2 1.023, H3 1.024, H4 1.030, H5 1.022
2 H 1.96825 0.59312 1.22635  N1 1.023
3 H 2.98349 0.69155 -0.09280  N1 1.024
4 H 1.33595 0.49647 -0.30614  N1 1.030
5 H 2.30405 -0.76536 0.31189  N1 1.022
6 C -0.95503 -1.05749 0.79170  C7 1.529, H9 1.092, H10 1.090, H11 1.100
7 C -0.99957 -0.47987 -0.62327  C6 1.529, C8 1.541, H12 1.093, H13 1.097
8 C -0.90703 1.05835 -0.65976  C7 1.541, H14 1.095, H15 1.087, H16 1.088
9 H -1.84699 -0.74001 1.33646  C6 1.092
10 H -0.92591 -2.14739 0.80838  C6 1.090
11 H -0.09195 -0.68174 1.36048  C6 1.100
12 H -0.25655 -0.92824 -1.28845  C7 1.093
13 H -1.96379 -0.76207 -1.06383  C7 1.097
14 H 0.00148 1.50887 -1.07240  C8 1.095
15 H -1.10637 1.51993 0.30438  C8 1.087
16 H -1.68284 1.45080 -1.31456  C8 1.088

Output
E_LUMO: -4.18 eV
charge: +1
molar mass: 62.1 g/mol
relative energy (zero: lowest compared OMol25 entry of this formula, charge and spin): 32.4 kJ/mol
Kohn-Sham gap: 11.2 eV

Record 2
Density functional theory data (the ωB97M-V functional and the def2-TZVPD basis) for a cluster of 3 separate species, C3H12N2O in total.

Bonds (Å) are listed after each position.
Cartesian coordinates (Å):
1 C -1.89277 -1.56660 0.14431  C2 1.326, H4 1.082, H6 1.083
2 C -2.85285 -0.83879 0.69788  C1 1.326, H7 1.086, H8 1.079
3 N 0.24371 2.38772 -0.35287  H9 1.027, H10 1.029, H11 1.023
4 H -1.32045 -1.15927 -0.67897  C1 1.082
5 H 0.59546 0.73276 -0.94636  O14 1.000
6 H -1.61494 -2.52784 0.55804  C1 1.083
7 H -3.05136 0.12199 0.23208  C2 1.086
8 H -3.41234 -1.10928 1.57962  C2 1.079
9 H 1.10734 2.91319 -0.17111  N3 1.027
10 H -0.30511 2.23350 0.50406  N3 1.029
11 H -0.35891 2.96615 -0.94316  N3 1.023
12 N 2.02613 -0.67864 0.80966  C13 1.454, H15 1.014, H16 1.012
13 C 1.97680 -0.59509 -0.64157  N12 1.454, O14 1.394, H17 1.097, H18 1.086
14 O 0.74936 -0.22457 -1.18957  H5 1.000, C13 1.394
15 H 1.71960 0.19774 1.21811  N12 1.014
16 H 1.40912 -1.41670 1.12413  N12 1.012
17 H 2.74115 0.14106 -0.92018  C13 1.097
18 H 2.24007 -1.57734 -1.02410  C13 1.086

Output
2S+1: 2
E_LUMO (spin up / spin down): 4.10 / 3.91 eV
charge: -1
molar mass: 92.1 g/mol
relative energy (zero: lowest compared OMol25 entry of this formula, charge and spin): 58.6 kJ/mol
Kohn-Sham gap (spin up / spin down): 3.2 / 9.9 eV

Record 3
Density functional theory data (the ωB97M-V functional and the def2-TZVPD basis) for a cluster of 2 separate species, C3H12N2O in total.

Bonds (Å) are listed after each position.
Cartesian coordinates (Å):
1 N -0.26113 -0.98584 -0.08226  C2 1.444, H6 1.005, H7 1.005
2 C 0.20065 0.12509 -0.88112  N1 1.444, C3 1.524, C4 1.480, H8 1.145
3 C 0.91989 -0.37231 -2.12922  C2 1.524, H9 1.078, H10 1.195, H11 1.172
4 C -0.80737 1.19520 -1.05402  C2 1.480, N5 1.567, H12 1.093, H13 1.119
5 N -1.47574 1.68582 0.27591  C4 1.567, H14 0.995, H15 0.994
6 H -1.06633 -1.41353 -0.50394  N1 1.005
7 H 0.50802 -1.58999 0.14803  N1 1.005
8 H 1.05156 0.62007 -0.29537  C2 1.145
9 H 1.93844 -0.70789 -2.02230  C3 1.078
10 H 0.33723 -1.24118 -2.70592  C3 1.195
11 H 0.97748 0.33840 -3.05944  C3 1.172
12 H -1.59846 0.77380 -1.67955  C4 1.093
13 H -0.47344 2.19091 -1.43984  C4 1.119
14 H -0.80711 1.61314 1.00978  N5 0.995
15 H -2.35057 1.32426 0.57974  N5 0.994
16 H 1.51106 -1.99923 3.03725  O18 0.922
17 H 0.76346 -0.74886 2.71816  O18 0.934
18 O 1.18597 -1.21846 3.40550  H16 0.922, H17 0.934

Output
E_LUMO: 0.75 eV
charge: 0
molar mass: 92.1 g/mol
SMILES: C[C@H](N)CN.O
relative energy (zero: lowest compared OMol25 entry of this formula, charge and spin): 111.3 kJ/mol
Kohn-Sham gap: 9.8 eV

Record 4
Density functional theory data (the ωB97M-V functional and the def2-TZVPD basis) for a cluster of 2 separate species, C3H12N2O in total.

Bonds (Å) are listed after each position.
Cartesian coordinates (Å):
1 N -1.11916 0.66267 -1.48685  C2 1.477, H6 1.043, H7 0.968
2 C 0.19020 0.90510 -0.84685  N1 1.477, C3 1.570, H8 1.021, H9 1.078
3 C 0.06062 0.96058 0.71679  C2 1.570, C4 1.583, H10 1.092, H11 1.143
4 C 1.29333 1.64852 1.43341  C3 1.583, N5 1.420, H12 1.153, H13 1.086
5 N 1.15276 2.16663 2.74826  C4 1.420, H14 1.023, H15 1.007
6 H -1.16417 -0.15494 -2.13283  N1 1.043
7 H -1.25125 1.46887 -2.00579  N1 0.968
8 H 0.93334 0.28416 -1.17080  C2 1.021
9 H 0.66183 1.85615 -1.03266  C2 1.078
10 H -0.11265 0.03749 1.27320  C3 1.092
11 H -0.83046 1.64402 0.93033  C3 1.143
12 H 2.20781 0.94780 1.39178  C4 1.153
13 H 1.56890 2.42154 0.72278  C4 1.086
14 H 0.17127 2.45340 2.77826  N5 1.023
15 H 1.32775 1.44390 3.42750  N5 1.007
16 H -1.84538 -6.37933 -3.01675  O18 0.981
17 H -1.24238 -5.97836 -1.68152  O18 0.938
18 O -2.00235 -6.38819 -2.04826  H16 0.981, H17 0.938

Output
E_LUMO: 0.80 eV
charge: 0
molar mass: 92.1 g/mol
SMILES: NCCCN.O
relative energy (zero: lowest compared OMol25 entry of this formula, charge and spin): 105.7 kJ/mol
Kohn-Sham gap: 9.9 eV

Question: Which formula does entry 3 have?
Answer: C3H12N2O

Question: Look up the molar mass of the third one.
Answer: 92.1 g/mol